[1]
80
Properties=species:S:1:pos:R:3:forces:R:3:mulliken_charge:R:1 method="wB97M-V/def2-TZVPD" charge=+2 energy_ev=-128975.1803 spin_multiplicity=1 homo_ev=-13.6 e_lumo_ev=-6.44 gap_ev=7.194 fmax_ha_per_bohr=0.127
N 4.564718 4.013989 0.697231 -0.7 -0.8 -0.5 -0.5182
C 4.885208 2.707159 0.656478 0.0 0.2 0.0 -0.5101
C 4.079062 1.718360 0.086270 -0.6 0.0 -0.1 -0.2674
C 2.824325 2.060001 -0.476913 0.8 1.0 1.0 0.6164
C 2.511523 3.440479 -0.463096 0.0 -0.6 -0.1 0.0373
C 3.394372 4.350231 0.125217 0.2 0.0 0.1 -0.6505
C 1.970381 1.039739 -1.097720 -0.8 1.2 -2.6 -0.4270
Cd 0.444788 0.077740 0.223743 -1.1 0.4 1.4 1.8395
P -1.203286 -1.547682 -0.418892 -2.6 -2.7 -1.0 0.2183
C 0.684864 1.311910 -1.636847 2.9 0.9 -1.2 -1.3888
C 0.138959 0.651129 -2.831474 -0.6 -0.8 -0.8 0.4721
C -0.938387 1.243204 -3.532513 0.2 -0.1 0.3 -0.3536
C -1.516053 0.634172 -4.652715 0.3 -0.1 0.1 -0.7438
C -1.009696 -0.593753 -5.098688 0.0 0.1 0.0 -0.2611
C 0.092754 -1.187672 -4.459946 -0.1 0.3 0.2 -0.7165
C 0.657616 -0.562909 -3.346726 -0.3 0.2 0.1 0.1784
Br -1.824467 -1.477236 -6.583753 0.3 0.3 0.6 -0.0829
H 2.530461 0.191973 -1.511768 -0.4 0.1 0.4 0.6244
H 0.263800 2.307438 -1.456646 0.0 -0.4 0.3 0.5563
H 4.419472 0.677276 0.074428 -0.1 0.4 0.0 0.3572
H 1.593188 3.806476 -0.931797 0.4 0.0 0.2 0.5286
H 5.851370 2.432095 1.103640 -0.5 0.2 -0.2 0.3570
H 3.144635 5.421050 0.131837 0.1 -0.5 0.0 0.4000
H -1.340247 2.199793 -3.181011 0.1 -0.3 -0.1 0.4299
H 1.510942 -1.035865 -2.851324 -0.3 0.1 -0.3 0.3608
H -2.359339 1.102079 -5.168260 0.4 -0.2 0.2 0.4787
H 0.497311 -2.133336 -4.831376 -0.2 0.4 0.1 0.5048
P -0.606627 1.649053 1.771147 -1.6 2.2 2.5 0.6057
C -0.387563 -3.076874 -1.149894 0.5 0.3 0.3 -0.5227
C -1.164233 -3.979806 -2.115788 -0.2 0.0 -0.1 -1.3415
H -0.009936 -3.653942 -0.284228 -0.2 0.2 -0.3 0.5141
H 0.509175 -2.683397 -1.656452 -0.2 -0.2 0.1 0.3532
H -0.508814 -4.788712 -2.488076 -0.3 0.4 0.2 0.4234
H -2.039135 -4.451954 -1.640719 0.4 0.2 -0.2 0.2581
H -1.514539 -3.412012 -2.994362 0.1 -0.2 0.3 0.2250
C -2.489452 -1.066295 -1.691054 0.4 0.5 0.0 0.8041
C -3.840419 -1.789331 -1.744158 -0.2 -0.2 0.2 -1.4765
H -1.980812 -1.136888 -2.666416 -0.2 0.0 0.3 -0.6616
H -2.656071 0.011730 -1.525832 0.0 -0.3 -0.1 0.1556
H -4.470408 -1.336168 -2.531226 0.3 -0.2 0.4 0.4375
H -3.734144 -2.859650 -1.982332 0.0 0.4 0.1 0.2513
H -4.392029 -1.703476 -0.791792 0.2 0.0 -0.4 0.3197
C -2.232932 -2.215292 1.002215 0.3 0.6 0.2 -0.0415
C -2.790902 -3.643263 0.954881 0.0 -0.3 -0.2 -1.4727
H -3.046761 -1.477872 1.137335 0.3 -0.3 0.0 0.3390
H -1.591963 -2.103660 1.890424 -0.2 -0.1 -0.2 0.2696
H -3.330547 -3.870852 1.892623 0.3 0.2 -0.4 0.4364
H -3.492789 -3.794899 0.120127 0.3 0.1 0.4 0.2580
H -1.980697 -4.386609 0.855817 -0.3 0.3 0.0 0.2843
C -0.861594 1.251978 3.589523 0.5 -0.2 0.0 -0.8215
C -1.553500 -0.081489 3.871362 -0.2 -0.2 -0.1 -1.0116
H -1.420320 2.091117 4.048656 0.2 -0.3 -0.4 0.6060
H 0.142249 1.251006 4.051114 -0.4 -0.1 -0.3 0.3118
H -1.630459 -0.265165 4.957890 0.1 0.1 -0.5 0.4537
H -2.574353 -0.112520 3.453404 0.3 0.0 0.2 0.2783
H -0.984740 -0.912324 3.422136 -0.1 0.3 0.3 0.1167
C -2.376715 2.055412 1.308573 0.2 -0.4 -0.1 -0.8558
C -2.510895 2.612227 -0.111942 0.0 0.2 -0.1 -0.9148
H -2.800396 2.756662 2.054295 0.4 -0.4 -0.3 0.6479
H -2.940404 1.107751 1.390803 0.1 0.4 0.0 0.2695
H -3.570962 2.760556 -0.384430 0.5 -0.1 0.1 0.4455
H -1.998351 3.584692 -0.217400 -0.2 -0.4 0.0 0.3164
H -2.059519 1.913265 -0.836530 -0.2 0.3 0.1 -0.1472
C 0.073683 3.382147 1.991403 0.1 -0.1 -0.5 -0.6655
C 1.423092 3.412187 2.718885 0.2 -0.1 0.2 -1.1837
H -0.677113 3.999512 2.523367 0.2 -0.5 -0.3 0.5769
H 0.186560 3.805548 0.978340 -0.1 0.0 0.4 0.2513
H 1.866147 4.421859 2.686588 -0.2 -0.4 0.0 0.3919
H 1.317264 3.128180 3.780532 0.1 0.1 -0.5 0.3694
H 2.140007 2.719990 2.246350 -0.2 0.2 0.2 0.1938
N 3.863630 -3.036382 1.443545 0.7 -1.0 -0.8 -0.1712
C 3.435967 -2.132809 2.511754 -0.1 0.7 1.5 -0.8120
C 2.341421 -1.208697 2.062630 -3.7 5.1 1.4 0.3758
O 1.884897 -0.306259 2.896683 2.3 -4.0 -2.9 -0.5414
O 1.865303 -1.259299 0.839249 2.9 -2.4 2.0 -0.7803
H 3.064408 -3.638473 1.139222 0.8 0.6 0.0 0.3315
H 4.631302 -3.648430 1.803732 -0.6 0.4 -0.5 0.4113
H 4.226836 -2.485729 0.631410 -0.5 -0.7 0.6 0.3446
H 3.075576 -2.725309 3.380458 0.3 0.4 -0.6 0.3749
H 4.304304 -1.518875 2.838781 -0.6 -0.4 -0.2 0.3798

[2]
55
Properties=species:S:1:pos:R:3:forces:R:3:nbo_charge:R:1 method="wB97M-V/def2-TZVPD" charge=+1 energy_ev=-48130.2962 spin_multiplicity=1 homo_ev=-11.9 e_lumo_ev=-4.74 gap_ev=7.106 fmax_ha_per_bohr=0.094
O 3.437465 -0.037223 3.111172 -2.9 0.5 -3.8 -0.4535
C 2.564968 0.004199 2.214222 1.6 -0.6 2.7 0.4187
C 2.744291 0.651345 0.757111 1.2 0.7 -0.3 -0.5817
C 2.130776 2.113571 0.594754 -1.6 3.4 -0.4 0.1294
C 0.592213 2.395701 0.362943 1.6 2.5 -0.4 0.0098
C -0.496933 1.224642 0.317915 0.3 -0.1 0.6 -0.4761
C -0.917675 0.929139 1.854095 0.3 0.6 0.4 -0.4420
C -1.844141 2.069907 2.510539 0.1 -0.3 -0.3 -0.5186
I -1.444133 1.982248 4.687941 -0.4 0.2 -1.0 0.0933
C 0.099726 3.873907 0.188891 2.0 -2.0 0.4 0.0492
N 0.969028 5.022588 0.239606 1.4 -4.1 0.5 -0.4786
C 2.374400 4.811308 0.473692 0.3 -2.8 0.2 0.0532
C 3.032817 3.408391 0.655253 -3.3 0.5 -0.8 -0.0067
C 4.632271 3.355227 0.931462 -2.3 1.4 0.2 -0.1198
O 4.809481 2.824016 2.275179 2.2 -0.7 -2.2 -0.2558
O 3.758574 3.163471 3.069420 -1.9 1.1 1.6 -0.4422
H 1.559993 -0.512568 2.436730 1.2 0.7 -0.6 0.1465
H 2.389361 -0.098567 -0.044196 0.1 1.4 1.3 0.2754
H 3.883971 0.759485 0.584354 -1.8 -0.2 0.4 0.2641
H -0.082861 0.233769 -0.116426 -0.4 2.0 0.7 0.2923
H -1.404616 1.482373 -0.350764 1.5 -0.1 1.2 0.2349
H -1.387080 -0.113256 2.003592 0.6 1.7 -0.4 0.2477
H 0.069010 0.939818 2.459614 -1.7 -0.1 -1.0 0.2166
H -1.576100 3.134438 2.201735 -0.2 -1.6 0.4 0.2088
H -2.963047 1.926489 2.343788 1.6 0.0 0.3 0.2391
H -1.019273 4.054754 0.008863 2.0 -0.1 0.3 0.2558
H 0.550414 5.961894 0.107548 0.7 -0.9 0.2 0.4602
H 3.083054 5.708106 0.550389 -1.5 -1.3 -0.2 0.2551
H 4.992337 4.443077 0.925518 -0.3 -1.5 -0.2 0.1961
H 5.153122 2.749654 0.119167 -0.5 0.5 1.5 0.2407
H 4.047792 3.840638 3.732518 0.4 -0.7 -0.9 0.4782
C -2.301063 -0.546673 -4.710935 0.4 0.0 0.0 -0.1972
C -1.307656 -0.618967 -3.823816 0.0 0.1 -0.2 -0.2468
C -1.574281 -0.882240 -2.394836 0.0 0.0 0.0 0.4951
O -0.665082 -0.946690 -1.581503 -0.1 -0.2 -0.3 -0.5631
C -2.982334 -1.064136 -1.985446 -0.2 0.0 0.0 -0.2562
C -3.976530 -0.992051 -2.871668 0.1 -0.1 0.4 -0.1930
C -3.710570 -0.728500 -4.302260 -0.5 0.0 -0.5 0.4586
O -4.614725 -0.664470 -5.110474 0.3 0.0 0.3 -0.4436
H -2.124174 -0.353895 -5.761670 0.0 0.0 0.0 0.2444
H -0.270164 -0.489088 -4.106395 0.0 0.0 0.0 0.2346
H -3.158598 -1.257200 -0.934214 0.0 0.0 0.0 0.2328
H -5.013734 -1.122212 -2.588492 0.0 0.0 0.0 0.2446
C -0.957494 -4.194417 -1.078695 0.1 0.2 0.2 -0.2325
C -0.471942 -3.911592 0.129867 -0.1 0.1 -0.3 -0.2220
C -0.481729 -4.915490 1.214716 0.2 0.0 0.5 0.4693
O -0.040200 -4.656015 2.318548 -0.1 0.0 -0.3 -0.4858
C -1.049168 -6.245533 0.906945 -0.1 -0.2 -0.2 -0.2274
C -1.535187 -6.528708 -0.302858 0.1 -0.1 0.3 -0.2279
C -1.525160 -5.524152 -1.387407 -0.2 -0.2 -0.4 0.4791
O -1.966078 -5.780727 -2.491662 0.1 0.2 0.3 -0.4805
H -0.958407 -3.470982 -1.883316 0.0 -0.1 0.0 0.2237
H -0.052237 -2.942610 0.371106 0.0 0.0 0.0 0.2233
H -1.047773 -6.968953 1.712611 0.0 0.0 0.0 0.2401
H -1.954922 -7.497239 -0.544775 0.0 0.0 0.0 0.2404

[3]
24
Properties=species:S:1:pos:R:3:forces:R:3:nbo_charge:R:1 method="wB97M-V/def2-TZVPD" de_lowest_kcal_mol=87.4 charge=+2 energy_ev=-18998.4213 spin_multiplicity=1 homo_ev=-16.2 e_lumo_ev=-10.38 gap_ev=5.798 fmax_ha_per_bohr=0.092
C -0.661617 0.667827 0.022990 -1.1 -1.1 -1.2 0.5081
C 2.000998 -0.694542 0.046850 -3.6 -0.1 1.0 0.7043
C 2.825629 -0.593284 -1.096751 2.1 -1.5 -1.0 -0.8248
C -2.844117 1.950114 0.221686 0.9 1.0 2.7 -0.7062
C -0.755416 -1.824198 -0.293676 2.7 -0.3 -1.9 -0.4413
C -2.158604 0.755002 -0.325600 2.4 3.7 -1.7 -0.3093
N 0.123056 1.692543 0.232489 -0.6 0.2 0.0 -0.7275
N 2.409894 -0.931214 1.219835 -1.0 -0.1 0.5 -0.6754
N -0.172724 -0.523642 0.084804 2.9 -2.2 -0.8 -0.2870
I -2.337902 0.814869 -2.581114 0.4 -0.1 1.2 0.2154
H 3.893425 -0.180347 -0.882739 -1.7 -1.0 -0.2 0.3301
H 2.424856 -0.109545 -1.910755 -1.2 2.1 -1.6 0.3119
H 2.804219 -1.613076 -1.675010 0.5 1.0 1.6 0.3620
H -2.543778 2.908115 -0.093614 0.3 1.0 -1.5 0.2378
H -2.796976 2.209696 1.307527 1.0 -1.3 0.1 0.2614
H -3.874784 1.891155 0.261114 -2.3 -0.4 -1.2 0.2809
H -0.431211 -2.248236 -1.309030 0.1 1.1 1.2 0.2489
H -1.790279 -1.929756 -0.367455 -1.9 0.6 0.5 0.2658
H -0.353199 -2.440727 0.450396 0.0 -1.5 0.9 0.2203
H -2.658205 -0.077649 -0.103246 -1.6 -3.4 1.0 0.2344
H -0.378770 2.545556 0.119525 0.4 1.2 0.5 0.4420
H 0.855085 1.539953 0.908396 0.2 0.8 -0.2 0.4233
H 3.358595 -0.837136 1.439418 2.4 0.0 -0.2 0.4498
H 1.971816 -1.308518 2.044127 -1.4 0.2 0.1 0.4750